Entry from the Open Molecules 2025 dataset: the molecule C8H8P2 at a distorted geometry (ωB97M-V/def2-TZVPD).

Summary:
<S²> = 2.03
E_HOMO (spin up / spin down) = -6.17 / -8.64 eV
Orbital gap (spin up / spin down) = 6.258 / 6.298 eV
Charge = 0
Spin multiplicity = 3
ΔE to the lowest compared entry with this formula, charge and spin = 0.349 eV

Geometry as XYZ:
```
18
C8H8P2, DFT ωB97M-V/def2-TZVPD
C -1.08978 2.50120 -1.00295
C -2.18369 1.64732 -1.68874
C 2.13131 -1.84335 0.92807
C 1.09619 -2.73397 0.67010
C 0.08759 1.90612 -0.64469
C -1.97518 0.37159 -1.99942
C 1.77088 -0.58197 1.19099
C -0.10786 -2.08183 0.66790
P 0.35833 0.15129 -1.04174
P 0.01218 -0.32603 1.06492
H -1.24818 3.61437 -0.84855
H -3.21172 2.14117 -1.94410
H 3.20234 -2.21628 0.95054
H 1.27333 -3.79122 0.60530
H 0.79567 2.50843 -0.14914
H -2.66826 -0.11392 -2.61074
H 2.32227 0.41470 1.31060
H -1.04398 -2.47738 0.34637
```